Model a:
{
  "formula": "C2H4N6",
  "method": "ωB97M-V/def2-TZVPD",
  "species": ["C", "C", "H", "N", "N", "N", "H", "N", "N", "H", "H", "N"],
  "coordinates": [[1.266, -0.141, -0.117], [-1.184, 0.129, -0.089], [2.882, 0.618, 0.607], [0.551, -1.100, -0.743], [2.605, -0.350, 0.252], [-0.467, 1.059, 0.435], [-2.988, 1.064, 0.229], [0.768, 1.000, 0.433], [-2.446, 0.025, 0.478], [-3.151, -0.884, 0.300], [2.881, -0.386, -1.049], [-0.719, -1.034, -0.734]],
  "lowdin_charge": [-0.50, -0.49, 0.09, 0.05, 0.06, 0.04, 0.18, 0.07, 0.02, 0.17, 0.23, 0.08]
}

***

Model b:
{
  "formula": "C2H4N6",
  "method": "ωB97M-V/def2-TZVPD",
  "species": ["N", "C", "N", "H", "C", "N", "N", "H", "N", "H", "N", "H"],
  "coordinates": [[-2.491, 0.308, 0.314], [-0.485, -0.496, -0.266], [-0.139, 0.920, -0.331], [2.675, -1.354, -0.033], [1.691, -0.930, 0.100], [1.789, 0.463, 0.502], [0.565, -1.434, -0.248], [-2.184, 1.178, -0.155], [-1.703, -0.777, 0.028], [-3.361, -0.041, 0.183], [0.903, 1.395, -0.276], [2.740, 0.767, 0.183]],
  "lowdin_charge": [0.02, -0.38, 0.00, 0.11, -0.18, 0.00, 0.11, 0.09, 0.04, 0.04, 0.04, 0.11],
  "smiles": "N/N=c1/nc[nH]nn1"
}

***

Model c:
{
  "formula": "C2H4N6",
  "method": "ωB97M-V/def2-TZVPD",
  "species": ["N", "H", "C", "N", "H", "N", "N", "H", "C", "H", "N", "N"],
  "coordinates": [[1.170, 1.695, 0.182], [2.277, -0.709, -0.718], [0.126, 0.989, -0.118], [0.373, -0.553, -0.098], [-3.080, 0.800, -0.314], [1.538, -1.147, -0.074], [-2.040, -1.003, 0.096], [1.804, 0.762, 0.041], [-2.109, 0.491, 0.001], [1.878, -1.303, 0.943], [-0.743, -1.359, 0.072], [-1.196, 1.337, -0.015]],
  "lowdin_charge": [0.12, 0.14, -0.38, -0.22, 0.09, 0.01, 0.05, 0.06, -0.18, 0.16, 0.04, 0.11],
  "smiles": "[H]/N=c1/ncnnn1N"
}

***

Of them, model c has the lowest stability.

***

Model a:
{
  "formula": "C4H9F",
  "method": "ωB97M-V/def2-TZVPD",
  "species": ["H", "H", "C", "H", "H", "C", "C", "H", "H", "H", "C", "H", "F", "H"],
  "coordinates": [[-1.669, -1.196, -0.636], [0.832, -1.973, 0.930], [1.071, -1.041, -0.129], [2.116, -0.407, 0.333], [-0.050, 2.313, 0.145], [0.522, 1.323, 0.002], [-1.170, -0.250, -1.082], [-0.676, -0.284, -2.010], [-1.974, 0.593, -1.321], [1.010, -1.375, -1.334], [-0.127, -0.001, -0.018], [1.368, 1.453, -0.783], [-0.422, -0.048, 1.238], [1.067, 1.120, 0.890]],
  "lowdin_charge": [0.12, 0.18, -0.05, 0.13, 0.12, -0.09, -0.04, 0.04, 0.12, 0.12, -0.82, 0.11, 0.01, 0.05]
}

***

Model b:
{
  "formula": "C4H9F",
  "method": "ωB97M-V/def2-TZVPD",
  "species": ["C", "H", "F", "H", "H", "H", "H", "C", "H", "H", "H", "C", "C", "H"],
  "coordinates": [[-0.557, -1.133, 1.035], [-0.024, -1.006, 1.978], [-1.046, 1.234, 1.125], [-1.632, -1.546, 1.074], [-1.620, -0.343, -1.628], [1.735, 0.468, -0.999], [2.169, 1.431, 0.568], [-0.690, 0.198, 0.275], [2.122, -0.352, 0.589], [-1.380, 1.498, -1.395], [0.060, -1.807, 0.260], [-0.973, 0.448, -1.180], [1.896, 0.535, 0.061], [-0.061, 0.376, -1.763]],
  "lowdin_charge": [-0.07, 0.07, -0.02, 0.10, 0.08, -0.02, -0.01, -0.36, -0.03, 0.11, 0.12, -0.07, 0.07, 0.04]
}

***

Of them, model b has the lowest stability.

***

Model a:
{
  "formula": "C4H8N3O",
  "method": "ωB97M-V/def2-TZVPD",
  "species": ["H", "H", "C", "H", "H", "O", "N", "N", "C", "H", "C", "H", "H", "N", "C", "H"],
  "coordinates": [[1.924, -2.430, -1.123], [-0.385, 1.966, -0.886], [1.306, 1.217, 0.862], [-3.779, 0.359, 0.240], [0.402, -2.605, 0.034], [-1.235, -1.344, 1.109], [-0.125, 1.014, -1.134], [1.013, -0.769, -0.346], [-2.041, -0.653, 0.620], [1.549, 2.220, 0.471], [1.121, -2.052, -0.510], [2.182, 0.667, 1.222], [0.564, 1.284, 1.770], [-2.791, 0.077, 0.055], [0.727, 0.417, -0.266], [-0.432, 0.633, -2.117]],
  "lowdin_charge": [0.11, 0.12, 0.03, 0.14, 0.09, 0.13, 0.17, 0.12, -0.41, 0.10, 0.21, 0.10, 0.15, 0.19, -0.45, 0.20],
  "total_charge": 1
}

***

Model b:
{
  "formula": "C4H8N3O",
  "method": "ωB97M-V/def2-TZVPD",
  "species": ["H", "O", "C", "N", "H", "H", "H", "N", "H", "C", "C", "C", "H", "N", "H", "H"],
  "coordinates": [[-0.620, -1.279, 1.432], [-1.949, -1.184, -0.193], [-0.791, -1.544, 0.350], [-2.215, 0.087, -0.226], [2.646, 2.555, -0.632], [2.478, 1.461, 0.899], [0.315, 0.273, 1.103], [0.897, 1.439, -0.585], [-1.677, 2.063, -0.265], [-0.001, 0.621, 0.133], [-1.372, 0.996, -0.055], [2.051, 1.793, -0.147], [-0.658, -3.237, -0.715], [-0.220, -2.641, -0.069], [0.435, -3.141, 0.498], [0.680, 1.737, -1.528]],
  "lowdin_charge": [0.17, 0.03, -0.21, 0.03, 0.10, 0.16, 0.09, 0.02, 0.15, -0.16, -0.15, 0.12, 0.12, 0.21, 0.13, 0.18],
  "total_charge": 1
}

***

Of them, model b has the lowest stability.

***

Model a:
{
  "formula": "C3H7NO2",
  "method": "ωB97M-V/def2-TZVPD",
  "species": ["C", "O", "O", "H", "N", "H", "H", "H", "C", "H", "H", "H", "C"],
  "coordinates": [[1.416, -1.488, 0.563], [2.266, -2.184, 0.009], [-1.950, 0.812, -1.159], [-0.805, -0.311, 1.055], [-0.254, 0.337, 0.498], [1.311, -1.609, 1.658], [-2.586, 0.336, -0.612], [-1.364, 2.096, 0.397], [-0.972, 1.339, -0.273], [1.822, -0.104, 0.232], [0.606, -0.602, -1.233], [-0.232, 1.747, -0.960], [0.740, -0.368, -0.176]],
  "lowdin_charge": [-0.17, 0.19, 0.01, 0.17, 0.09, 0.18, 0.10, 0.15, -0.21, 0.23, 0.18, 0.14, -0.06],
  "s_squared": 0.778,
  "total_charge": 1,
  "multiplicity": 2
}

***

Model b:
{
  "formula": "C3H7NO2",
  "method": "ωB97M-V/def2-TZVPD",
  "species": ["H", "H", "H", "O", "N", "H", "C", "H", "H", "H", "O", "C", "C"],
  "coordinates": [[-1.257, -2.425, -1.876], [-1.398, -0.212, 0.838], [-0.055, 2.724, 0.407], [-1.436, -1.766, -1.186], [0.362, 1.918, 0.868], [1.605, 0.277, 0.076], [0.635, 0.780, 0.050], [1.221, 2.229, 1.336], [-0.063, -0.807, 1.413], [0.336, 1.193, -0.934], [0.698, -2.086, -0.884], [-0.272, -1.440, -0.566], [-0.377, -0.386, 0.460]],
  "lowdin_charge": [0.14, 0.15, 0.16, 0.12, 0.30, 0.16, -0.11, 0.17, 0.14, 0.17, 0.15, -0.52, -0.03],
  "s_squared": 0.755,
  "total_charge": 1,
  "multiplicity": 2
}

***

Model c:
{
  "formula": "C3H7NO2",
  "method": "ωB97M-V/def2-TZVPD",
  "species": ["H", "N", "H", "H", "C", "H", "O", "C", "C", "H", "O", "H", "H"],
  "coordinates": [[1.422, 0.234, 0.903], [0.751, -1.071, 2.235], [-0.155, 0.723, 1.656], [0.408, -1.576, -0.285], [-0.236, 0.312, -1.047], [-1.186, -1.156, 0.336], [-1.343, 1.097, -1.027], [-0.225, -0.748, 0.011], [0.418, -0.109, 1.253], [1.391, -1.800, 1.901], [0.690, 0.523, -1.764], [1.294, -0.695, 3.029], [-1.030, 1.947, -1.385]],
  "lowdin_charge": [0.20, 0.31, 0.16, 0.14, -0.54, 0.15, 0.13, -0.06, -0.15, 0.17, 0.16, 0.18, 0.15],
  "s_squared": 0.754,
  "total_charge": 1,
  "multiplicity": 2
}

***

Of them, model a has the lowest stability.